93
Properties=species:S:1:pos:R:3 method="wB97M-V/def2-TZVPD" de_lowest_kcal_mol=85.6 homo_energy_ev="-7.572 / -7.572" multiplicity=4
Co -2.133 0.926 0.367
C -2.996 -4.004 0.099
C -1.694 -4.295 0.275
C -0.724 -4.312 -0.872
C -0.718 -2.965 -1.677
C -1.619 -2.882 -2.836
C -2.914 -3.235 -2.748
C -3.391 -4.617 -2.400
C -3.837 -4.728 -0.919
C -2.356 2.391 1.817
H -3.566 -3.365 0.782
H -1.299 -4.381 1.299
H -0.952 -5.134 -1.563
H 0.304 -4.439 -0.489
H -1.077 -2.133 -1.031
H 0.316 -2.758 -1.993
H -1.238 -2.390 -3.721
H -3.695 -2.530 -3.062
H -2.643 -5.400 -2.623
H -4.275 -4.809 -3.033
H -4.859 -4.324 -0.859
H -3.884 -5.810 -0.675
H -3.048 1.983 2.561
H -2.764 3.317 1.373
H -1.347 2.511 2.250
P 3.148 1.405 1.911
P 3.094 2.906 -0.554
C 4.035 0.641 0.530
C 4.134 1.426 -0.574
C 4.558 1.477 3.127
C 5.762 0.773 2.978
C 6.755 0.847 3.963
C 6.573 1.646 5.094
C 5.392 2.388 5.227
C 4.397 2.312 4.251
C 2.143 -0.019 2.477
C 0.867 -0.150 1.891
C 0.050 -1.212 2.250
C 0.508 -2.155 3.184
C 1.772 -2.018 3.770
C 2.599 -0.948 3.412
C 4.470 4.134 -0.900
C 5.495 4.300 0.056
C 6.604 5.103 -0.221
C 6.701 5.782 -1.443
C 5.659 5.672 -2.369
C 4.545 4.866 -2.093
C 2.264 2.731 -2.181
C 1.239 3.657 -2.463
C 0.556 3.587 -3.675
C 0.883 2.596 -4.612
C 1.888 1.667 -4.324
C 2.565 1.720 -3.103
H 4.423 -0.377 0.629
H 4.802 1.251 -1.424
H 5.938 0.160 2.094
H 7.678 0.277 3.844
H 7.348 1.701 5.862
H 5.250 3.026 6.100
H 3.481 2.895 4.355
H 0.549 0.597 1.157
H -0.950 -1.307 1.813
H -0.127 -3.000 3.451
H 2.119 -2.736 4.514
H 3.591 -0.843 3.857
H 5.435 3.778 1.014
H 7.403 5.203 0.516
H 7.576 6.394 -1.666
H 5.711 6.213 -3.316
H 3.739 4.797 -2.825
H 0.988 4.426 -1.729
H -0.230 4.311 -3.893
H 0.353 2.548 -5.564
H 2.149 0.894 -5.048
H 3.325 0.973 -2.875
O -3.889 -0.232 1.343
C -4.365 -0.203 0.170
O -3.606 0.240 -0.793
C -5.761 -0.710 -0.134
C -5.986 -1.225 -1.409
C -7.032 -2.149 -1.614
C -8.016 -2.356 -0.643
C -7.904 -1.660 0.569
C -6.783 -0.825 0.825
N -8.980 -1.819 1.523
O -9.914 -2.597 1.205
O -8.971 -1.193 2.601
N -6.938 -3.073 -2.728
O -5.876 -3.047 -3.397
O -7.869 -3.866 -2.984
H -5.333 -0.954 -2.230
H -8.859 -3.021 -0.843
H -6.717 -0.246 1.741


94
Properties=species:S:1:pos:R:3 method="wB97M-V/def2-TZVPD" de_lowest_kcal_mol=0.0 smiles="O=[N+]([O-])c1ccccc1.O=[N+]([O-])c1ccccc1.c1ccncc1.c1ccncc1.c1ccncc1.c1ccncc1.c1ccncc1.c1ccncc1" homo_energy_ev=-9.644 multiplicity=1
O -3.548 0.550 6.444
N -2.869 0.553 5.431
O -3.165 1.111 4.390
C -1.571 -0.140 5.484
C -0.882 -0.365 4.303
C 0.272 -1.122 4.349
C 0.802 -1.529 5.576
C 0.082 -1.291 6.742
C -1.130 -0.629 6.693
H -1.289 -0.043 3.356
H 0.805 -1.432 3.460
H 1.714 -2.112 5.557
H 0.480 -1.584 7.705
H -1.661 -0.433 7.612
O 8.257 3.911 5.643
N 8.317 3.207 6.633
O 8.574 3.599 7.755
C 8.014 1.789 6.477
C 7.375 1.353 5.337
C 7.053 0.014 5.175
C 7.228 -0.868 6.235
C 7.864 -0.404 7.383
C 8.335 0.897 7.487
H 7.180 2.029 4.516
H 6.630 -0.282 4.224
H 6.938 -1.909 6.210
H 8.092 -1.087 8.194
H 8.914 1.226 8.338
C 4.529 3.804 7.032
C 4.414 4.527 5.860
C 4.286 3.825 4.664
N 4.217 2.510 4.606
C 4.269 1.821 5.740
C 4.434 2.418 6.981
H 4.564 4.290 8.000
H 4.449 5.608 5.888
H 4.251 4.338 3.710
H 4.156 0.747 5.648
H 4.336 1.862 7.905
C 4.418 -4.344 12.980
C 4.054 -3.242 13.728
C 2.723 -3.171 14.137
N 1.810 -4.085 13.837
C 2.168 -5.101 13.072
C 3.471 -5.288 12.637
H 5.438 -4.437 12.623
H 4.763 -2.475 14.006
H 2.410 -2.384 14.818
H 1.399 -5.826 12.832
H 3.715 -6.133 12.007
C 2.843 -0.973 9.297
C 3.305 -1.091 8.004
C 4.434 -1.869 7.753
N 5.156 -2.411 8.703
C 4.738 -2.299 9.955
C 3.548 -1.655 10.277
H 1.948 -0.400 9.502
H 2.792 -0.678 7.145
H 4.718 -1.994 6.714
H 5.200 -2.835 10.775
H 3.173 -1.625 11.296
C 5.118 -5.572 5.258
C 5.765 -6.177 4.198
C 7.149 -6.123 4.147
N 7.896 -5.406 4.988
C 7.263 -4.783 5.976
C 5.895 -4.856 6.164
H 4.043 -5.564 5.370
H 5.185 -6.726 3.467
H 7.692 -6.619 3.349
H 7.927 -4.227 6.629
H 5.457 -4.469 7.078
C -0.220 -0.532 11.474
C -1.247 0.171 10.843
C -2.341 -0.539 10.386
N -2.483 -1.852 10.552
C -1.514 -2.506 11.172
C -0.344 -1.904 11.618
H 0.659 -0.014 11.842
H -1.199 1.253 10.850
H -3.177 -0.018 9.929
H -1.623 -3.580 11.286
H 0.468 -2.476 12.048
C 9.478 -0.350 10.689
C 9.056 0.693 11.497
C 8.065 0.430 12.435
N 7.625 -0.797 12.689
C 8.062 -1.795 11.920
C 8.991 -1.631 10.912
H 10.237 -0.163 9.937
H 9.453 1.689 11.355
H 7.604 1.268 12.949
H 7.605 -2.741 12.193
H 9.409 -2.479 10.387


91
Properties=species:S:1:pos:R:3 method="wB97M-V/def2-TZVPD" de_lowest_kcal_mol=0.0 homo_energy_ev=-7.929 multiplicity=1
Be 1.807 -0.836 -5.420
C -3.343 0.360 0.164
C -4.111 0.337 -0.939
C -4.487 1.450 -1.864
C -3.343 1.962 -2.770
C -2.216 2.699 -2.106
C -2.141 3.125 -0.844
C -3.107 2.899 0.283
C -2.912 1.541 0.975
C 3.404 -1.420 -5.521
H -3.012 -0.605 0.558
H -4.552 -0.625 -1.236
H -4.978 2.291 -1.365
H -5.253 1.044 -2.545
H -2.931 1.121 -3.350
H -3.796 2.629 -3.517
H -1.405 3.007 -2.777
H -1.287 3.747 -0.550
H -4.152 3.017 -0.012
H -2.863 3.695 1.006
H -1.847 1.425 1.210
H -3.437 1.575 1.944
H 3.416 -2.430 -5.098
H 4.032 -0.788 -4.880
H 3.822 -1.450 -6.528
P 0.023 -1.669 -6.202
P 1.855 0.807 -6.641
C -0.710 -0.104 -6.736
C 0.109 0.909 -7.098
C -0.002 -2.739 -7.667
C -0.950 -2.505 -8.667
C -0.994 -3.313 -9.801
C -0.105 -4.391 -9.914
C 0.805 -4.672 -8.887
C 0.867 -3.846 -7.761
C -1.290 -2.363 -5.126
C -1.749 -1.600 -4.034
C -2.754 -2.087 -3.202
C -3.329 -3.342 -3.462
C -2.863 -4.116 -4.538
C -1.826 -3.641 -5.342
C 2.701 0.709 -8.274
C 2.341 -0.320 -9.167
C 2.703 -0.229 -10.510
C 3.492 0.840 -10.957
C 3.972 1.779 -10.035
C 3.610 1.692 -8.689
C 2.285 2.434 -5.954
C 3.516 2.622 -5.294
C 3.925 3.905 -4.925
C 3.090 5.004 -5.156
C 1.827 4.805 -5.726
C 1.412 3.520 -6.089
H -1.802 -0.040 -6.785
H -0.214 1.790 -7.664
H -1.657 -1.686 -8.544
H -1.731 -3.105 -10.578
H -0.138 -5.020 -10.806
H 1.454 -5.546 -8.959
H 1.561 -4.059 -6.945
H -1.287 -0.634 -3.813
H -3.090 -1.497 -2.342
H -4.122 -3.718 -2.813
H -3.297 -5.099 -4.737
H -1.430 -4.261 -6.147
H 1.759 -1.174 -8.807
H 2.371 -0.998 -11.213
H 3.730 0.936 -12.017
H 4.627 2.584 -10.371
H 4.021 2.389 -7.958
H 4.152 1.766 -5.076
H 4.902 4.040 -4.460
H 3.421 6.008 -4.892
H 1.163 5.654 -5.890
H 0.415 3.359 -6.495
O 2.491 2.918 -1.528
S 2.949 1.553 -1.602
O 4.310 1.266 -1.231
N 2.543 0.907 -3.101
C 1.684 -0.081 -2.995
O 1.179 -0.714 -4.014
C 1.294 -0.430 -1.636
C 0.388 -1.426 -1.244
C 0.046 -1.503 0.102
C 0.645 -0.633 1.035
C 1.553 0.356 0.626
C 1.856 0.445 -0.726
H -0.034 -2.083 -1.996
H -0.681 -2.241 0.450
H 0.365 -0.706 2.094
H 1.998 1.042 1.337


93
Properties=species:S:1:pos:R:3 method="wB97M-V/def2-TZVPD" total_charge=+1 homo_energy_ev=-10.479 multiplicity=1
C 3.058 1.619 -1.696
C 2.722 2.686 -2.922
C 3.861 3.818 -3.281
N 1.483 2.606 -3.564
C 0.569 3.391 -2.599
N 0.577 4.904 -2.596
C -0.400 5.277 -1.503
N -1.024 4.035 -0.836
C -0.450 2.785 -1.466
N -0.660 1.312 -1.191
H 3.066 2.282 -0.705
H 4.106 1.159 -1.939
H 2.202 0.810 -1.610
H 3.374 4.869 -2.999
H 4.809 3.587 -2.609
H 4.074 3.789 -4.432
H 1.185 5.471 -3.227
H -0.612 6.415 -1.231
H -1.722 4.017 -0.045
H -1.271 0.923 -1.953
H -1.046 1.127 -0.240
F -1.813 -2.294 -1.725
C -0.676 -2.826 -1.257
C -0.520 -4.207 -1.247
C 0.666 -4.761 -0.765
C 1.679 -3.926 -0.286
C 1.510 -2.541 -0.295
C 0.329 -1.987 -0.788
H -1.321 -4.840 -1.615
H 0.801 -5.840 -0.760
H 2.601 -4.359 0.094
H 2.298 -1.893 0.082
H 0.185 -0.912 -0.810
F -4.364 1.996 -1.371
C -4.389 2.281 -2.680
C -3.571 3.290 -3.176
C -3.592 3.584 -4.539
C -4.440 2.871 -5.391
C -5.261 1.862 -4.883
C -5.231 1.562 -3.521
H -2.925 3.839 -2.498
H -2.951 4.366 -4.938
H -4.460 3.103 -6.454
H -5.922 1.312 -5.546
H -5.855 0.775 -3.111
F -0.060 -3.601 3.812
C -1.133 -2.816 3.648
C -1.845 -2.389 4.764
C -2.959 -1.567 4.594
C -3.356 -1.190 3.308
C -2.638 -1.629 2.195
C -1.517 -2.441 2.366
H -1.526 -2.698 5.754
H -3.517 -1.221 5.460
H -4.227 -0.553 3.176
H -2.951 -1.338 1.195
H -0.942 -2.784 1.512
F -2.900 -1.226 8.226
C -1.969 -1.925 8.889
C -0.640 -1.519 8.832
C 0.330 -2.243 9.525
C -0.039 -3.373 10.260
C -1.375 -3.776 10.306
C -2.346 -3.045 9.622
H -0.371 -0.644 8.250
H 1.370 -1.930 9.494
H 0.718 -3.940 10.797
H -1.659 -4.658 10.875
H -3.390 -3.338 9.655
F 3.581 -6.338 0.054
C 3.381 -7.587 0.493
C 2.181 -7.909 1.117
C 1.970 -9.212 1.570
C 2.967 -10.176 1.403
C 4.170 -9.842 0.780
C 4.376 -8.542 0.317
H 1.421 -7.145 1.246
H 1.032 -9.476 2.052
H 2.804 -11.191 1.760
H 4.947 -10.593 0.655
H 5.302 -8.267 -0.177
F 2.721 6.391 -4.792
C 2.203 7.553 -5.212
C 1.578 7.614 -6.453
C 1.035 8.823 -6.888
C 1.131 9.959 -6.082
C 1.765 9.888 -4.840
C 2.299 8.677 -4.400
H 1.520 6.723 -7.069
H 0.537 8.880 -7.853
H 0.711 10.903 -6.424
H 1.843 10.776 -4.216
H 2.787 8.602 -3.434


100
Properties=species:S:1:pos:R:3 method="wB97M-V/def2-TZVPD" total_charge=-1 de_lowest_kcal_mol=96.6 homo_energy_ev="-4.218 / -4.206" multiplicity=1
Sr -0.524 -1.276 -0.439
C -3.453 -0.127 -3.961
S -2.825 1.433 -3.311
C -1.528 0.925 -2.169
S -0.133 0.310 -2.927
N -1.740 1.336 -0.906
N -1.015 1.133 0.136
C -1.531 1.847 1.226
C -1.138 1.842 2.522
C -1.874 2.693 3.444
C -1.685 2.640 4.770
C -0.761 1.685 5.320
C 0.005 0.978 4.475
N -0.040 1.153 3.094
H -4.168 0.128 -4.742
H -3.940 -0.714 -3.183
H -2.646 -0.708 -4.404
H -2.378 2.473 0.982
H -2.608 3.358 3.006
H -2.262 3.283 5.424
H -0.694 1.497 6.382
H 0.671 0.196 4.808
C 3.886 -2.100 7.618
S 3.240 -3.774 7.498
C 2.733 -3.810 5.759
C 1.702 -2.761 5.357
C 1.064 -3.056 4.002
N 0.050 -2.074 3.715
P 1.234 0.540 2.053
C 2.597 0.027 3.167
C 3.266 -1.123 2.759
C 4.453 -1.514 3.373
C 4.973 -0.760 4.409
C 4.308 0.390 4.832
C 3.138 0.788 4.208
C 2.035 2.165 1.604
C 1.475 3.430 1.774
C 2.162 4.574 1.374
C 3.422 4.481 0.801
C 4.002 3.228 0.640
C 3.316 2.090 1.038
P -0.917 -2.432 2.434
C -2.407 -1.387 2.707
C -3.318 -1.205 1.664
C -4.459 -0.428 1.841
C -4.704 0.169 3.068
C -3.810 -0.023 4.120
C -2.669 -0.796 3.943
C -1.751 -4.063 2.763
C -2.160 -4.894 1.721
C -2.816 -6.093 1.990
C -3.053 -6.480 3.300
C -2.633 -5.663 4.349
C -1.987 -4.464 4.080
H 4.342 -1.997 8.603
H 3.102 -1.352 7.511
H 4.647 -1.925 6.860
H 2.318 -4.812 5.624
H 3.622 -3.745 5.126
H 2.163 -1.768 5.330
H 0.904 -2.721 6.104
H 0.669 -4.087 4.061
H 1.872 -3.124 3.230
H 2.862 -1.712 1.947
H 4.960 -2.412 3.038
H 5.896 -1.060 4.892
H 4.717 0.987 5.640
H 2.651 1.707 4.515
H 0.501 3.547 2.227
H 1.700 5.545 1.517
H 3.951 5.375 0.490
H 4.995 3.133 0.212
H 3.798 1.125 0.925
H -3.181 -1.682 0.701
H -5.147 -0.291 1.012
H -5.588 0.782 3.208
H -3.997 0.447 5.082
H -1.954 -0.949 4.746
H -1.964 -4.620 0.689
H -3.132 -6.724 1.165
H -3.557 -7.417 3.511
H -2.811 -5.964 5.376
H -1.655 -3.814 4.887
O -2.407 -3.506 -3.707
S -1.807 -3.114 -2.474
O -1.314 -4.132 -1.568
O -2.491 -2.057 -1.726
S 0.127 -2.085 -2.974
N 6.206 -0.064 -4.686
C 5.409 -0.200 -3.872
C 4.412 -0.362 -2.841
C 3.620 0.706 -2.455
C 2.681 0.503 -1.456
N 2.516 -0.667 -0.837
C 3.281 -1.691 -1.230
C 4.242 -1.590 -2.222
H 3.722 1.676 -2.922
H 2.043 1.315 -1.133
H 3.117 -2.639 -0.729
H 4.836 -2.445 -2.508


What did the first record say?
93
Properties=species:S:1:pos:R:3 method="wB97M-V/def2-TZVPD" de_lowest_kcal_mol=85.6 homo_energy_ev="-7.572 / -7.572" multiplicity=4
Co -2.133 0.926 0.367
C -2.996 -4.004 0.099
C -1.694 -4.295 0.275
C -0.724 -4.312 -0.872
C -0.718 -2.965 -1.677
C -1.619 -2.882 -2.836
C -2.914 -3.235 -2.748
C -3.391 -4.617 -2.400
C -3.837 -4.728 -0.919
C -2.356 2.391 1.817
H -3.566 -3.365 0.782
H -1.299 -4.381 1.299
H -0.952 -5.134 -1.563
H 0.304 -4.439 -0.489
H -1.077 -2.133 -1.031
H 0.316 -2.758 -1.993
H -1.238 -2.390 -3.721
H -3.695 -2.530 -3.062
H -2.643 -5.400 -2.623
H -4.275 -4.809 -3.033
H -4.859 -4.324 -0.859
H -3.884 -5.810 -0.675
H -3.048 1.983 2.561
H -2.764 3.317 1.373
H -1.347 2.511 2.250
P 3.148 1.405 1.911
P 3.094 2.906 -0.554
C 4.035 0.641 0.530
C 4.134 1.426 -0.574
C 4.558 1.477 3.127
C 5.762 0.773 2.978
C 6.755 0.847 3.963
C 6.573 1.646 5.094
C 5.392 2.388 5.227
C 4.397 2.312 4.251
C 2.143 -0.019 2.477
C 0.867 -0.150 1.891
C 0.050 -1.212 2.250
C 0.508 -2.155 3.184
C 1.772 -2.018 3.770
C 2.599 -0.948 3.412
C 4.470 4.134 -0.900
C 5.495 4.300 0.056
C 6.604 5.103 -0.221
C 6.701 5.782 -1.443
C 5.659 5.672 -2.369
C 4.545 4.866 -2.093
C 2.264 2.731 -2.181
C 1.239 3.657 -2.463
C 0.556 3.587 -3.675
C 0.883 2.596 -4.612
C 1.888 1.667 -4.324
C 2.565 1.720 -3.103
H 4.423 -0.377 0.629
H 4.802 1.251 -1.424
H 5.938 0.160 2.094
H 7.678 0.277 3.844
H 7.348 1.701 5.862
H 5.250 3.026 6.100
H 3.481 2.895 4.355
H 0.549 0.597 1.157
H -0.950 -1.307 1.813
H -0.127 -3.000 3.451
H 2.119 -2.736 4.514
H 3.591 -0.843 3.857
H 5.435 3.778 1.014
H 7.403 5.203 0.516
H 7.576 6.394 -1.666
H 5.711 6.213 -3.316
H 3.739 4.797 -2.825
H 0.988 4.426 -1.729
H -0.230 4.311 -3.893
H 0.353 2.548 -5.564
H 2.149 0.894 -5.048
H 3.325 0.973 -2.875
O -3.889 -0.232 1.343
C -4.365 -0.203 0.170
O -3.606 0.240 -0.793
C -5.761 -0.710 -0.134
C -5.986 -1.225 -1.409
C -7.032 -2.149 -1.614
C -8.016 -2.356 -0.643
C -7.904 -1.660 0.569
C -6.783 -0.825 0.825
N -8.980 -1.819 1.523
O -9.914 -2.597 1.205
O -8.971 -1.193 2.601
N -6.938 -3.073 -2.728
O -5.876 -3.047 -3.397
O -7.869 -3.866 -2.984
H -5.333 -0.954 -2.230
H -8.859 -3.021 -0.843
H -6.717 -0.246 1.741


- What is the multiplicity in the fourth record?
  1